# 1
Density functional theory data (ωB97M-V/def2-TZVPD) for a 2-piece molecular cluster, C10H11BrF2N2 overall in a non-equilibrium geometry.

Element x y z (Å)
C -3.9517 0.4938 0.0743
C -3.4875 -0.7816 -0.2016
C -3.0684 1.5593 0.0808
C -2.1455 -0.9869 -0.4630
C -1.7223 1.3529 -0.1708
C -1.2509 0.0775 -0.4416
C 0.7824 -1.0485 0.5166
C 0.2204 -0.2081 -0.6610
C 1.6870 -0.0841 1.1912
C 4.1304 -0.8493 0.2181
N 0.9978 1.0390 -0.6543
N 1.7224 1.0470 0.5258
F 3.8179 -1.6526 -0.8513
F 5.2406 -1.3894 0.7712
Br 4.6251 0.9467 -0.5440
H -4.9991 0.6554 0.2811
H -4.1685 -1.6192 -0.2101
H -3.4289 2.5563 0.2880
H -1.7873 -1.9819 -0.6841
H -1.0349 2.1833 -0.1606
H -0.0184 -1.3789 1.1805
H 1.3326 -1.9328 0.1892
H 0.3484 -0.7280 -1.6135
H 2.1233 -0.1910 2.1632
H 1.6040 1.1571 -1.4624
H 2.4311 1.7640 0.6384

Results
Charge: 0
Energy relative to the best compared isomer or geometry (same formula, charge and spin): 0.000 eV
Frontier orbital gap: 7.4 eV
HOMO: -7.19 eV
Total energy: -3270.793357 a.u.
Lowest unoccupied orbital energy: 0.187 eV

Atomic partial charges in e from the Mulliken method, atoms 1 to 6:
1 C -0.407
2 C -0.582
3 C -0.631
4 C -0.423
5 C -0.273
6 C -0.093

***

# 2
Density functional theory data (ωB97M-V/def2-TZVPD) for a 2-piece molecular cluster, C2H6NO2 overall in a non-equilibrium geometry.

Element x y z (Å)
C 1.0532 -1.4841 0.6785
C -0.3801 -0.4485 -0.8688
N 0.5557 -0.3998 0.0788
O 0.8527 0.7484 0.5546
O -0.6405 2.8756 0.6469
H 1.9169 -1.2232 1.3506
H 0.8888 -2.5950 0.4136
H -0.9323 2.0505 0.1456
H -1.0630 -1.3408 -0.9665
H -0.7702 0.6463 -1.1422
H 0.2724 2.6239 0.9377

Results
Charge: -1
Energy relative to the best compared isomer or geometry (same formula, charge and spin): 5.144 eV
Frontier orbital gap: 6.6 eV
HOMO: -1.98 eV
Total energy: -284.922016 a.u.
Lowest unoccupied orbital energy: 4.652 eV

Atomic partial charges in e from the Mulliken method, atoms 1 to 6:
1 C -0.680
2 C -0.753
3 N 0.468
4 O -0.787
5 O -0.703
6 H 0.230

***

# 3
Density functional theory data (ωB97M-V/def2-TZVPD) for C16H12AgF5N3SSe as an isolated structure in a non-equilibrium geometry.

Element x y z (Å)
Ag -3.8518 -2.3145 -13.3787
C -6.1911 -6.0357 -12.3025
C -5.5484 -6.1835 -13.5304
C -4.3836 -6.9894 -13.5863
C -3.8403 -7.4947 -12.4533
C -4.3973 -7.2675 -11.2070
C -5.5740 -6.4603 -11.1092
H -7.1021 -5.4660 -12.1125
H -5.9829 -5.8681 -14.4595
H -3.9729 -7.2083 -14.5891
H -2.9406 -8.0498 -12.4470
H -4.0046 -7.7971 -10.3798
H -5.9478 -6.1664 -10.1748
Se 0.0001 -5.4745 -14.0176
C -1.4380 -4.4305 -13.9347
N -2.3547 -3.6664 -13.8524
C -2.6204 -3.8750 -8.8106
N -3.8934 -3.1374 -8.9118
C -5.0069 -3.4764 -7.9878
C -4.1459 -2.5570 -10.1103
N -4.1257 -2.0643 -11.1585
H -1.8974 -3.5565 -9.6101
H -2.8409 -4.9628 -8.8049
H -2.1694 -3.6472 -7.8690
H -4.6889 -3.3289 -6.9514
H -5.3053 -4.5197 -8.1404
H -5.8967 -2.8988 -8.1505
F -5.4264 3.2972 -16.6267
C -5.7435 2.0477 -16.2318
C -6.7552 1.7186 -15.3294
F -7.6471 2.6194 -14.8109
C -6.9637 0.3994 -14.9541
F -8.0026 0.2328 -14.1567
C -6.0730 -0.6463 -15.2878
S -6.0158 -2.1837 -14.4839
C -5.0736 -0.3430 -16.2521
F -4.2421 -1.2472 -16.7557
C -4.9368 0.9870 -16.7181
F -3.9070 1.3214 -17.5558

Results
Charge: -1
Frontier orbital gap: 6.7 eV
HOMO: -4.45 eV
Total energy: -4227.090463 a.u.
Lowest unoccupied orbital energy: 2.270 eV

Atomic partial charges in e from the Mulliken method, atoms 1 to 6:
1 Ag 0.575
2 C -0.528
3 C -0.297
4 C -0.484
5 C -0.252
6 C -0.603

***

# 4
Density functional theory data (ωB97M-V/def2-TZVPD) for C18H43F6IrNO6S2Si2 as an isolated structure in a non-equilibrium geometry.

Element x y z (Å)
O -0.9612 -1.6617 -1.6435
O 0.8620 1.1520 -3.9040
C -0.0702 -2.7176 -2.0649
C -0.5587 -4.0568 -1.5372
H 0.9067 -2.4828 -1.6019
H 0.0472 -2.6931 -3.1646
H -0.5957 -4.0586 -0.4352
H 0.1286 -4.8404 -1.8728
H -1.5691 -4.2599 -1.9261
C -1.9151 -1.1583 -2.5663
C -1.5731 -1.2225 -4.0296
H -2.0446 -0.1057 -2.2646
H -2.8572 -1.6892 -2.3377
H -0.6828 -0.6522 -4.2955
H -2.4120 -0.7967 -4.5707
H -1.4669 -2.2489 -4.3601
C 0.4720 2.4437 -3.4558
C 2.2430 0.9801 -4.2258
C -0.8744 2.8482 -4.0134
H 1.2315 3.1938 -3.7441
H 0.4357 2.3950 -2.3548
H -0.8383 2.9152 -5.1035
H -1.1179 3.8371 -3.6271
H -1.6492 2.1403 -3.7160
C 2.5366 0.8212 -5.7191
H 2.5680 0.0674 -3.7062
H 2.8489 1.8264 -3.8470
H 1.8867 0.0678 -6.1831
H 3.5847 0.5088 -5.8402
H 2.4069 1.7738 -6.2525
H 1.0626 0.0517 1.0850
Ir -1.3179 -0.5551 2.2370
C 1.2846 0.1989 0.0475
Si 3.0438 0.6770 0.4267
H 1.0355 -0.7387 -0.4472
H 0.6336 0.9748 -0.3429
C 4.0875 -0.4680 -0.6227
C 3.2629 0.2007 2.2561
C 3.0086 2.5384 0.2214
C -2.2370 -1.9335 1.3335
Si -3.3882 -0.3922 1.4290
H -2.5584 -2.7608 1.9772
H -1.8886 -2.2553 0.3514
C -4.6354 -0.6130 0.0379
C -2.2152 1.0924 1.0019
C -4.1974 -0.1734 3.1139
H 2.4648 2.8031 -0.6946
H 3.9902 3.0126 0.1789
H 2.4553 2.9942 1.0527
H 3.7668 -1.5049 -0.4523
H 5.1576 -0.4397 -0.4137
H 3.9533 -0.2729 -1.6917
H 2.9127 -0.8313 2.4310
H 2.6480 0.8452 2.9082
H 4.2970 0.2705 2.5936
H -2.4123 1.1068 -0.0822
H -1.0988 1.1713 1.0653
H -2.6221 1.9766 1.5104
H -5.2664 0.0081 2.9709
H -3.7470 0.6706 3.6591
H -4.0623 -1.0753 3.7234
H -5.5593 -0.0393 0.2144
H -4.9057 -1.6768 -0.0387
H -4.2165 -0.2964 -0.9289
F 1.6302 -3.1617 5.4939
C 1.4915 -1.8221 5.5385
F 1.2687 -1.4420 6.8032
F 2.6080 -1.2418 5.0757
S -0.0942 -1.3625 4.4247
O 0.1928 -1.9028 3.0436
O -1.2917 -1.8306 5.0674
N -0.1446 0.1917 3.7344
S -0.7335 1.4284 4.7132
O -1.8352 2.0754 4.0400
O -0.8137 0.9912 6.0836
C 0.7287 2.5772 4.5754
F 1.8140 2.0097 5.1195
F 1.0064 2.8881 3.2854
F 0.4643 3.7092 5.2532

Results
Expectation value of S²: 6.010
Charge: +1
Energy relative to the best compared isomer or geometry (same formula, charge and spin): 0.156 eV
Frontier orbital gap (alpha / beta): 7.6 / 5.2 eV
HOMO (alpha / beta): -10.81 / -11.83 eV
2S+1: 5
Total energy: -3296.177646 a.u.
Lowest unoccupied orbital energy (alpha / beta): -3.227 / -6.612 eV

Atomic partial charges in e from the Mulliken method, atoms 1 to 6:
1 O 0.145
2 O -0.144
3 C -0.144
4 C -1.296
5 H 0.107
6 H 0.369

***

# 5
Density functional theory data (ωB97M-V/def2-TZVPD) for a single C4H5NO molecule in a non-equilibrium geometry.

Element x y z (Å)
N 2.1577 -1.1062 1.1985
C 1.6141 -0.3600 0.5008
C 0.8824 0.5953 -0.3460
C -0.4430 0.0677 -0.8535
C -1.4530 -0.3099 -0.0681
O -1.4696 -0.3545 1.2831
H 0.7447 1.5116 0.2443
H 1.5311 0.8633 -1.1848
H -0.5881 0.0184 -1.9264
H -2.4075 -0.6238 -0.4824
H -0.5689 -0.3019 1.6345

Results
Charge: 0
Energy relative to the best compared isomer or geometry (same formula, charge and spin): 1.005 eV
Frontier orbital gap: 10.2 eV
HOMO: -9.51 eV
Total energy: -285.377641 a.u.
Lowest unoccupied orbital energy: 0.675 eV

Atomic partial charges in e from the Mulliken method, atoms 1 to 6:
1 N -0.408
2 C 0.274
3 C -0.679
4 C -0.122
5 C -0.074
6 O -0.515

***

# 6
Density functional theory data (ωB97M-V/def2-TZVPD) for a single C8H8N2O2S molecule in a non-equilibrium geometry.

Element x y z (Å)
C 2.0514 1.3732 -0.6899
C 1.0374 2.1021 -1.3165
C 1.8023 0.2500 0.0068
C -0.2716 1.6150 -1.0900
C 0.5377 -0.1925 0.3010
C -0.4557 0.4993 -0.3629
C 0.2456 -1.3944 1.1611
C -0.4451 -2.4763 0.4071
N -0.6115 -2.4629 -1.0495
N 0.2754 -3.1795 -0.6614
O -3.0141 1.2393 -0.6999
O -2.2311 0.3079 1.4063
S -2.2582 0.0990 -0.1882
H 3.0614 1.8995 -0.6142
H 1.2277 3.0807 -1.8399
H 2.5973 -0.1750 0.4647
H -0.9910 2.3120 -1.3554
H 1.0656 -1.8757 1.4836
H -0.3746 -1.1003 2.0862
H -0.9608 -3.2458 0.9109
H -2.2880 1.3245 1.6401

Results
Charge: 0
Energy relative to the best compared isomer or geometry (same formula, charge and spin): 3.567 eV
Frontier orbital gap: 9.9 eV
HOMO: -9.50 eV
Total energy: -967.684750 a.u.
Lowest unoccupied orbital energy: 0.435 eV

Atomic partial charges in e from the Mulliken method, atoms 1 to 6:
1 C -0.417
2 C -0.390
3 C -0.766
4 C -0.639
5 C 0.593
6 C 0.507

***

# 7
Density functional theory data (ωB97M-V/def2-TZVPD) for C21H27N8SSbSeTi as an isolated structure in a non-equilibrium geometry.

Element x y z (Å)
Ti -0.2808 0.4837 0.7588
Se 7.1994 0.9699 -0.7412
N 6.1021 -0.4189 -0.4910
C 4.9278 0.0972 -0.2507
C 3.7379 -0.7242 0.0399
C 3.7834 -2.1125 0.1019
C 2.6217 -2.8011 0.3759
C 1.4511 -2.0877 0.5734
N 1.3756 -0.7485 0.5252
C 2.5276 -0.0862 0.2567
C 2.4243 1.3764 0.2215
N 1.2014 1.8869 0.4763
C 1.0622 3.2220 0.4748
C 2.1143 4.0849 0.2166
C 3.3589 3.5532 -0.0396
C 3.5264 2.1700 -0.0357
C 4.8233 1.5224 -0.2904
N 5.9084 2.1935 -0.5638
H 4.7208 -2.6290 -0.0674
H 2.6043 -3.8817 0.4288
H 0.5199 -2.6088 0.7544
H 0.0713 3.5928 0.6933
H 1.9438 5.1526 0.2267
H 4.2121 4.1908 -0.2413
C -1.6371 -1.0090 5.8318
C -2.2051 -0.0105 4.8912
N -3.2185 0.7631 5.1139
N -3.3474 1.4943 3.9519
C -2.4586 1.2011 3.0204
S -2.2638 1.8651 1.4548
N -1.7213 0.2282 3.6128
N -0.6316 -0.3738 2.9652
H -2.2045 -0.9732 6.7576
H -0.5928 -0.7879 6.0566
H -1.7071 -2.0172 5.4212
H -4.0759 2.1874 3.8713
H -0.7762 -1.3776 2.9606
H 0.2058 -0.1928 3.5119
C -1.2552 -2.1732 -4.1285
C -0.7743 -2.1090 -2.6756
Sb -1.5337 -0.4679 -1.5738
C -3.4953 -1.0845 -1.0619
C -4.2350 -1.8373 -2.1670
C -1.9067 0.9462 -3.0991
C -0.6209 1.5703 -3.6417
H -0.8193 -3.0312 -4.6424
H -0.9635 -1.2838 -4.6894
H -2.3378 -2.2655 -4.2013
H 0.3133 -2.0363 -2.6296
H -1.0508 -3.0025 -2.1119
H -4.0085 -0.1652 -0.7757
H -3.4190 -1.6875 -0.1567
H -4.2952 -1.2565 -3.0888
H -5.2576 -2.0645 -1.8630
H -3.7519 -2.7855 -2.4058
H -2.5746 1.6927 -2.6695
H -2.4649 0.4295 -3.8790
H -0.0615 2.0963 -2.8646
H -0.8385 2.2973 -4.4251
H 0.0476 0.8231 -4.0736

Results
Expectation value of S²: 2.010
Charge: +2
Energy relative to the best compared isomer or geometry (same formula, charge and spin): 0.276 eV
Frontier orbital gap (alpha / beta): 6.7 / 7.8 eV
HOMO (alpha / beta): -12.76 / -14.11 eV
2S+1: 3
Total energy: -5143.339918 a.u.
Lowest unoccupied orbital energy (alpha / beta): -6.084 / -6.278 eV

Atomic partial charges in e from the Mulliken method, atoms 1 to 6:
1 Ti 0.177
2 Se 0.338
3 N -0.813
4 C 0.905
5 C 0.227
6 C -0.664